No. 1
This record from OMol25 describes a structure of composition C29H20N8O8RuS in a non-equilibrium geometry. The level of theory is ωB97M-V/def2-TZVPD.

Output
Highest occupied orbital energy (alpha / beta) (eV): -5.18 / -5.18
Expectation value of S²: 0.754
Energy relative to the best compared isomer or geometry (same formula, charge and spin) (kJ/mol): 131.49
HOMO-LUMO gap (alpha / beta) (eV): 6.6 / 6.6
2S+1: 2
Largest force on an atom (eV/A): 1.37
Net charge: -1

The geometry in XYZ format:
```
67
Properties=species:S:1:pos:R:3:lowdin_spin:R:1
C -2.50040 2.14627 -3.78031 0.000
H -1.94600 3.40631 3.77454 0.000
O -0.91143 -3.04401 2.22101 0.007
H 2.20512 1.79094 -1.50243 0.000
O 0.35701 2.16234 -3.18561 -0.001
C -2.87564 4.10866 -2.41898 0.000
N -5.98605 3.25950 -4.20365 0.000
C -0.10144 -1.69359 -2.88876 0.000
C -3.24286 0.21909 -0.18137 0.001
N -0.41922 2.13538 -0.87910 0.024
H -0.31674 -2.75661 -4.72671 0.001
H 4.65934 1.94487 -1.03323 0.000
N -2.13565 -0.33843 0.30677 0.019
O -1.46902 -0.01259 -2.11801 0.135
C -1.28902 -0.81694 -3.09143 0.008
O -1.98632 -0.91167 -4.09477 0.011
C 4.58612 0.39899 0.46277 0.005
H 4.11285 -1.19870 1.86870 0.000
C -1.90139 3.99900 1.68558 0.000
C -3.39688 -2.19346 1.08868 0.000
O 1.88875 -2.26314 2.34065 0.007
N 0.18246 -1.36604 1.03161 0.006
C -3.80509 2.21428 -4.22874 0.000
C -4.55593 -1.61471 0.58752 -0.002
C -2.20950 -1.51794 0.92996 -0.001
S -0.39347 2.98349 -2.28095 0.004
C 2.06863 -3.24146 -2.41375 0.000
C -1.60850 3.17382 2.77620 -0.001
H 5.64433 0.43459 0.68727 0.000
C 1.63425 -2.29324 -1.51652 0.000
H -1.85218 1.35537 -4.12759 0.000
H -2.49462 4.83526 -1.71649 0.000
O 1.10593 -4.64775 -5.59884 0.000
C 3.75722 -0.50231 1.12185 -0.002
C 4.04560 1.24008 -0.48994 -0.001
H -3.12035 1.15656 -0.70736 0.000
N -1.51839 3.74459 0.44663 0.000
N 1.90330 0.30825 -0.11093 -0.002
H -0.53180 1.38854 3.31687 0.000
C 1.46483 -1.51329 1.49452 0.002
N -0.39632 1.77133 1.29928 -0.001
H -6.45308 4.14573 -4.11476 0.000
O 2.84821 -5.15536 -4.23859 0.000
C 0.26815 -2.64169 -3.82597 0.000
C -4.48030 -0.38642 -0.04177 0.001
H -3.37911 -3.15478 1.58307 0.000
N 0.56444 -1.50963 -1.73422 0.012
H 2.94002 -3.84859 -2.20997 0.000
C 1.82362 -4.53275 -4.58894 0.000
Ru -0.13011 0.10007 -0.29406 0.748
C -4.65653 3.22565 -3.78550 0.000
C 2.42201 -0.52121 0.80394 0.005
C 1.37917 -3.43931 -3.60171 -0.001
C -2.04060 3.08870 -2.86474 0.001
O 0.07024 4.31772 -2.00200 0.004
C -4.17733 4.17624 -2.88084 0.000
H -5.35841 0.09620 -0.44749 0.000
H -4.83124 4.97488 -2.54654 0.000
H -5.50647 -2.12513 0.67694 0.000
H -2.49131 4.90106 1.82206 0.000
C 2.68729 1.17274 -0.75703 0.005
H -6.18400 2.78373 -5.06762 0.000
C -0.80462 2.61337 0.31039 0.001
C -0.84022 2.05913 2.52168 -0.001
H 2.15343 -2.17480 -0.58472 0.000
C -0.90245 -2.08992 1.48407 0.003
H -4.16588 1.46689 -4.92648 0.000
```

***

No. 2
This record from OMol25 describes the molecule C4H8N2O2 in a non-equilibrium geometry. The level of theory is ωB97M-V/def2-TZVPD.

Output
Highest occupied orbital energy (eV): -9.32
Energy relative to the best compared isomer or geometry (same formula, charge and spin) (kJ/mol): 130.73
HOMO-LUMO gap (eV): 10.1
Largest force on an atom (eV/A): 3.20
Net charge: 0

The geometry in XYZ format:
```
16
Properties=species:S:1:pos:R:3:lowdin_charge:R:1
H -0.52042 0.44523 1.37423 0.150
H 3.43189 -1.35085 0.10203 0.129
C -1.16524 -0.96961 -0.01728 -0.497
H -2.74145 -1.82913 -0.03799 0.169
H -1.17318 1.68067 -1.34557 0.093
N 3.04958 -0.37132 -0.12644 0.069
O -0.56299 -2.00618 -0.34118 0.066
H 3.20995 -0.02005 -1.03791 0.067
C -0.48587 0.37102 0.26329 -0.348
N 0.81725 0.38896 -0.34401 0.053
C 1.71222 -0.29299 0.26912 -0.283
H -2.38973 1.48215 -0.00258 0.074
H -0.88825 2.53637 0.29568 0.078
O -2.47837 -0.85241 -0.00408 0.098
H 1.48621 -0.85699 1.17286 0.128
C -1.30160 1.64514 -0.22016 -0.046
```

***

No. 3
This record from OMol25 describes a structure of composition C4H6FN in a non-equilibrium geometry. The level of theory is ωB97M-V/def2-TZVPD.

Output
Highest occupied orbital energy (eV): -8.36
Energy relative to the best compared isomer or geometry (same formula, charge and spin) (kJ/mol): 323.72
HOMO-LUMO gap (eV): 9.4
Largest force on an atom (eV/A): 5.91
Net charge: 0

The geometry in XYZ format:
```
12
Properties=species:S:1:pos:R:3:lowdin_charge:R:1
H -2.08145 0.05013 -0.35412 0.086
H 0.18999 -0.93797 -2.07698 0.130
H -1.05560 -2.06834 -0.91569 0.129
C -0.36821 -1.15378 -1.11654 -0.195
F -0.95922 1.11724 -1.63402 0.028
C 0.35214 -0.11079 0.58840 -0.186
H 1.07236 1.71953 0.78486 0.129
C 1.06659 0.80925 1.52001 -0.029
H 0.34181 1.10056 2.20875 0.052
N 0.54756 -1.18310 -0.02876 -0.003
C -1.11560 0.18597 -0.73306 -0.191
H 2.00963 0.47130 1.75714 0.050
```

***

No. 4
This record from OMol25 describes a structure of composition C47H53I2N8O3PY. The level of theory is ωB97M-V/def2-TZVPD.

Output
Highest occupied orbital energy (eV): -9.75
Energy relative to the best compared isomer or geometry (same formula, charge and spin) (kJ/mol): 0.00
HOMO-LUMO gap (eV): 6.4
Largest force on an atom (eV/A): 0.17
Net charge: +1

The geometry in XYZ format:
```
115
Properties=species:S:1:pos:R:3:lowdin_charge:R:1
H -0.92768 4.24034 0.32386 0.098
C 4.01911 0.15352 0.17538 -0.191
H 2.48142 5.65355 -0.60074 0.115
C 3.49093 -4.19635 2.48708 -0.072
H 4.88591 0.82381 0.10764 0.123
C 3.34081 0.35252 -4.61911 -0.199
C -1.84998 3.24269 3.67082 0.004
N 2.81540 0.93802 0.49160 -0.201
C 0.37565 -2.30755 3.55327 -0.201
H 2.89284 3.34457 0.14981 0.100
H 1.57249 4.04866 1.06636 0.113
I -1.50740 -5.44450 -2.25160 0.940
C -4.48956 -1.57484 2.14759 -0.130
C -0.42357 -0.24370 3.59770 -0.340
N -3.58558 -2.00823 1.30024 0.039
H -3.46124 3.14125 -2.07485 0.108
H 2.77558 1.04776 -5.25080 0.114
C 3.04054 1.77717 -2.57464 -0.214
C -2.76550 -3.61775 -0.24751 -0.450
C 2.00873 -4.08345 0.60788 -0.054
N 2.13255 0.77185 -2.03651 -0.211
C 0.35104 5.43159 -0.96690 -0.180
P 1.48198 0.98206 -0.51752 0.558
C -2.48776 2.03181 1.73133 -0.165
H 0.92182 -1.98522 5.68434 0.141
C -1.12970 2.13163 4.08736 0.048
C 1.40647 0.02490 -3.05819 -0.220
C -1.60568 -0.42154 -4.97490 -0.080
Y -1.37607 -0.91756 0.53172 1.374
H -0.35074 -3.02832 3.94175 0.164
C -0.13357 2.97414 -1.19636 -0.220
N -0.40988 -1.26444 2.83574 0.105
C 1.86806 3.70412 0.06405 -0.219
C -2.52859 -0.74528 -2.78561 -0.043
H -6.37889 -1.87662 3.14702 0.110
C -2.07602 0.88057 -4.96968 -0.068
C 4.26553 -0.91014 1.23362 -0.170
H 1.76507 -4.32445 -0.41891 0.106
H 2.04004 -1.23923 4.50514 0.115
C -4.95146 -3.97946 0.89004 -0.204
H 0.75772 0.70692 -3.63079 0.113
O -1.71170 -2.86018 -0.40741 -0.318
H -6.79400 -4.03596 2.01351 0.065
H 3.92481 -5.04929 0.56810 0.110
H 5.09607 -1.55047 0.93258 0.118
C -4.11357 -5.59740 -0.69642 -0.217
N -2.98702 0.80867 -0.29304 0.097
H 0.18440 5.90180 -1.93779 0.110
O -3.83910 2.87178 -0.07782 0.042
H 1.89399 1.91221 2.10018 0.101
C -3.79438 -3.20182 0.66643 -0.146
H 2.81812 -3.26608 4.28239 0.113
H 4.26856 -0.95563 3.39481 0.090
H 2.94156 -1.41823 -3.45101 0.116
C -1.14491 1.00758 3.27769 -0.160
N 1.00645 2.59405 -0.35824 -0.192
C 3.21257 -4.49230 1.16233 -0.075
C -2.54421 3.20202 2.46961 0.036
H 4.06569 -0.14285 -5.26688 0.110
H -1.91133 1.52058 -5.82669 0.110
C -2.99459 0.56645 -2.76383 -0.179
H 2.47214 2.54955 -3.11842 0.115
C -3.76083 1.02501 -1.54488 -0.203
H 4.42030 -4.52370 2.93450 0.112
C 3.77903 1.05998 2.74019 -0.169
C -5.89339 -3.47157 1.81109 -0.029
C 2.37841 -0.66072 -4.00566 -0.179
H -2.71690 -1.41351 -1.95047 0.085
C -4.11178 2.51753 -1.46525 -0.042
H 3.88866 -0.30270 -0.80330 0.099
H 0.21985 6.21498 -0.21759 0.108
H 3.37907 -1.54763 1.28655 0.090
H -3.10482 4.04932 2.10171 0.133
H 3.53994 1.25920 3.78742 0.109
H -4.66774 0.41818 -1.46178 0.163
H 4.68572 1.92018 -3.95010 0.114
C 1.37650 -3.04585 2.69268 -0.183
H -4.22092 -6.52722 -1.23761 0.081
H 5.61856 -0.07820 2.71270 0.110
H 4.69909 0.47074 -2.95001 0.108
C 2.49907 1.01920 1.92189 -0.223
H 0.15113 3.04020 -2.25905 0.120
H -1.47499 -2.26094 -3.85818 0.095
C 4.54911 -0.26324 2.59646 -0.179
C -5.66866 -2.27923 2.43904 -0.037
I -6.75612 -6.42788 0.43833 0.941
H 2.09728 4.53641 -1.89330 0.098
H 0.14048 -3.13710 0.92034 0.065
C 1.77997 4.87498 -0.90409 -0.178
C 2.58003 -3.47606 3.24627 -0.051
H 4.39037 1.89740 2.39526 0.115
C -2.96423 -4.81212 -0.90857 -0.638
H -0.88056 2.18170 -1.12745 0.077
H 1.89956 0.14913 2.22849 0.093
H -5.15283 2.74494 -1.67035 0.141
N -1.81487 0.95865 2.13285 0.110
C 1.00602 -1.51437 4.71004 -0.052
H -3.13060 2.39429 -3.90328 0.106
H 1.81709 -1.18034 -4.78631 0.107
H -1.86416 4.13868 4.27625 0.125
N 0.31363 0.01378 -0.22895 -0.340
H -4.28715 -0.62255 2.62899 0.104
H -1.06825 -0.80105 -5.83420 0.110
H -0.56712 2.12829 5.00968 0.132
H 3.55545 2.27675 -1.75179 0.106
C -2.76662 1.37540 -3.86869 -0.032
C -3.12304 1.86312 0.40536 -0.337
O 0.23921 -0.27931 4.74685 0.044
C 1.09484 -3.37472 1.37213 -0.038
C 4.05078 1.14153 -3.52217 -0.180
H -1.61358 4.54878 -1.26426 0.103
C -1.83266 -1.23893 -3.87450 -0.059
C -5.08503 -5.20161 0.17865 -0.669
C -0.68331 4.31668 -0.74064 -0.175
H 0.76071 -0.69377 -2.55811 0.085
```

***

No. 5
This record from OMol25 describes a structure of composition C19H25BF4N8ReS2. The level of theory is ωB97M-V/def2-TZVPD.

Output
Highest occupied orbital energy (alpha / beta) (eV): -13.25 / -13.25
Expectation value of S²: 0.753
Energy relative to the best compared isomer or geometry (same formula, charge and spin) (kJ/mol): 308.67
HOMO-LUMO gap (alpha / beta) (eV): 6.5 / 4.4
2S+1: 2
Largest force on an atom (eV/A): 0.39
Net charge: +2

The geometry in XYZ format:
```
60
Properties=species:S:1:pos:R:3:lowdin_spin:R:1
H -0.46311 4.68721 3.30008 0.000
C 0.47267 3.86752 -1.33712 0.004
N -1.25306 -1.79837 -0.22591 -0.001
C 0.34317 0.69103 -2.99062 0.071
C -0.75108 -1.04507 3.86739 0.000
H 1.20853 -3.53144 0.91894 0.000
Re -1.32333 -0.09204 1.14627 0.000
F 1.84968 0.64887 2.05508 0.000
H 1.35478 -3.16230 5.39179 0.000
N 0.99432 -0.46213 -2.99774 0.019
C -2.27201 3.43135 3.32465 0.000
N -0.57868 -1.40485 2.55602 0.000
F 0.43138 0.32258 0.20986 0.000
C -4.10184 0.64288 -0.09920 0.000
C 2.44407 -0.61797 -2.77979 0.004
H 0.58332 3.70784 -3.49713 0.001
H -1.43814 -0.22834 4.02583 0.000
H 1.53517 4.06064 -1.18241 0.002
C 3.23801 -0.42556 -4.06109 0.001
H 2.91936 -1.12803 -4.83137 0.000
H -2.58105 -2.69829 -3.18963 0.000
F 2.42998 1.49595 -0.02035 0.000
C -0.44082 2.66969 2.37375 0.000
C 0.26286 -2.42400 2.28042 0.000
H 1.66151 -3.86252 3.04647 0.000
H 0.55747 2.51007 2.00202 0.000
C -0.96659 3.77143 3.04569 0.000
H -3.06267 3.96987 3.82073 0.000
C -0.05020 -3.64696 -1.17197 0.005
H -0.26522 -1.31263 5.91412 0.000
C -0.09668 -1.64184 4.90000 0.000
H -0.84017 2.95952 -2.78633 0.023
H 0.09727 3.28688 -0.49446 0.000
C -0.30246 -2.73096 -0.14145 0.004
H -0.68274 -4.35146 -3.08578 0.000
H 0.50347 -1.25062 -3.39210 0.006
C -2.05590 -1.83404 -1.31691 0.013
H -3.33385 1.67073 2.82160 0.000
H 4.29641 -0.59509 -3.86612 0.000
N 0.47529 -2.84386 0.99703 0.002
N -3.03844 0.36850 0.38414 0.000
H -2.85719 -1.11575 -1.32450 0.001
C 0.98160 -3.06009 3.29976 0.000
H 0.74091 -4.37623 -1.05386 0.000
H 2.58695 -1.61321 -2.36305 0.000
N -1.36140 1.70634 2.25240 0.000
H -0.04345 4.82650 -1.35723 0.000
C 0.80422 -2.66997 4.60097 0.000
S -1.33574 0.66814 -3.45944 0.774
C -1.89096 -2.71352 -2.35767 0.018
S -5.47947 1.01162 -0.74565 0.000
H 2.75511 0.07079 -1.99836 0.000
B 2.01874 0.44071 0.72896 0.000
H 1.86165 1.81018 -2.32430 0.000
H 3.12664 0.58566 -4.45540 0.000
C 0.23060 3.13365 -2.64013 0.031
N -2.47364 2.19506 2.84463 0.000
C -0.84582 -3.63557 -2.29071 0.002
F 2.51824 -0.76718 0.37633 0.000
N 0.90233 1.82864 -2.64711 0.014
```

***

No. 6
This record from OMol25 describes a cluster of 2 separate species, C3H5ClN2 in total in a non-equilibrium geometry. The level of theory is ωB97M-V/def2-TZVPD.

Output
Highest occupied orbital energy (alpha / beta) (eV): -9.63 / -9.63
Energy relative to the best compared isomer or geometry (same formula, charge and spin) (kJ/mol): 344.49
HOMO-LUMO gap (alpha / beta) (eV): 8.7 / 8.7
Largest force on an atom (eV/A): 4.78
Net charge: 0

The geometry in XYZ format:
```
11
Properties=species:S:1:pos:R:3:lowdin_charge:R:1
N -1.90921 -2.88573 -0.83292 0.189
H -0.81922 -0.65782 -1.37821 0.051
H -3.24787 -0.66903 0.86720 0.058
H -0.41021 1.11466 -1.99735 0.103
C -2.27688 -0.87552 0.62214 -0.001
Cl -1.44632 2.14856 0.60451 0.512
N -1.87776 0.85882 -0.50092 -0.470
C -2.02322 -1.93597 -0.24298 -0.330
H -1.52468 -0.87822 1.41583 0.103
H 0.17959 0.43276 -0.38403 0.042
C -0.60596 0.41326 -1.11935 -0.257
```

***

Question: What is the formula in the first record?
Answer: C29H20N8O8RuS

***

Question: Which formula does entry 2 have?
Answer: C4H8N2O2

***

Question: Which value of largest force on an atom does entry 4 give?
Answer: 0.17 eV/A